Entry 1:
ORCA calculation (ωB97M-V/def2-TZVPD) on a 7-piece molecular cluster, C46H55Cl3N5O overall.

Values from the calculation:
E_LUMO, eV: -2.885
Charge: +1
Orbital gap, eV: 7.66

Last column: Löwdin charge in e.
Atoms and positions in Å:
C1 -1.18 3.59 -1.63  -0.072
C2 -1.92 3.00 -2.84  -0.203
C3 -1.58 1.52 -3.00  -0.229
O1 -2.28 0.95 -4.11  -0.122
C4 -1.43 0.43 -5.09  -0.121
C5 -0.78 -0.83 -4.61  -0.250
N1 0.50 -1.11 -4.69  0.207
C6 0.67 -2.28 -4.07  -0.362
N2 1.85 -2.87 -3.87  -0.394
Cl1 3.19 -1.99 -4.40  0.835
C7 2.10 -4.19 -3.16  -0.274
N3 3.44 -4.53 -2.95  0.036
N4 -0.53 -2.73 -3.60  -0.016
C8 -0.94 -3.87 -2.79  -0.666
Cl2 -2.50 -4.46 -3.40  0.737
C9 -1.03 -3.57 -1.28  -0.699
C10 -0.19 -2.40 -0.77  -0.104
Cl3 -0.55 -5.08 -0.45  0.708
N5 -1.44 -1.78 -3.97  0.181
H1 -0.52 2.86 -1.17  0.043
H2 -1.89 3.92 -0.87  0.064
H3 -0.59 4.46 -1.91  0.080
H4 -3.00 3.08 -2.72  0.113
H5 -1.63 3.50 -3.76  0.116
H6 -1.87 0.97 -2.10  0.128
H7 -0.50 1.41 -3.13  0.114
H8 -2.02 0.22 -5.98  0.147
H9 -0.63 1.12 -5.37  0.145
H10 1.63 -4.97 -3.76  0.132
H11 1.59 -4.13 -2.20  0.094
H12 3.97 -4.70 -3.79  0.085
H13 3.94 -3.91 -2.33  0.081
H14 -0.25 -4.68 -2.97  0.061
H15 -2.08 -3.43 -1.01  0.084
H16 0.77 -2.75 -0.40  0.065
H17 -0.70 -1.94 0.07  0.103
H18 -0.04 -1.63 -1.52  0.053
H19 -2.42 -1.81 -3.75  0.172
C11 1.10 -8.02 4.15  -0.092
C12 0.66 -7.24 3.09  -0.096
C13 1.35 -7.26 1.88  -0.111
C14 2.46 -8.07 1.73  -0.098
C15 2.90 -8.86 2.79  -0.093
C16 2.22 -8.83 4.00  -0.090
H20 0.57 -8.01 5.09  0.103
H21 -0.21 -6.61 3.21  0.099
H22 1.01 -6.65 1.06  0.032
H23 2.99 -8.09 0.79  0.099
H24 3.77 -9.49 2.67  0.102
H25 2.56 -9.44 4.82  0.103
C17 2.46 -0.80 -0.44  -0.125
C18 1.46 0.16 -0.56  -0.123
C19 1.06 0.89 0.55  -0.082
C20 1.67 0.67 1.78  -0.076
C21 2.67 -0.28 1.90  -0.072
C22 3.07 -1.02 0.79  -0.080
H26 2.76 -1.37 -1.31  0.082
H27 0.99 0.34 -1.52  0.084
H28 0.29 1.64 0.46  0.083
H29 1.36 1.24 2.64  0.103
H30 3.14 -0.45 2.85  0.109
H31 3.84 -1.76 0.88  0.106
C23 -4.47 3.74 1.27  -0.113
C24 -5.50 4.62 1.59  -0.088
C25 -5.52 5.23 2.84  -0.084
C26 -4.52 4.97 3.76  -0.101
C27 -3.49 4.10 3.44  -0.110
C28 -3.47 3.48 2.19  -0.124
H32 -4.44 3.26 0.30  0.093
H33 -6.28 4.82 0.87  0.103
H34 -6.33 5.91 3.09  0.106
H35 -4.53 5.46 4.73  0.108
H36 -2.70 3.90 4.15  0.107
H37 -2.66 2.80 1.95  0.097
C29 1.09 4.68 2.83  -0.099
C30 -0.08 5.42 2.99  -0.099
C31 -0.10 6.52 3.83  -0.089
C32 1.05 6.89 4.51  -0.090
C33 2.22 6.16 4.36  -0.092
C34 2.24 5.06 3.52  -0.095
H38 1.10 3.82 2.18  0.080
H39 -0.98 5.13 2.45  0.082
H40 -1.01 7.09 3.95  0.103
H41 1.03 7.75 5.17  0.103
H42 3.11 6.45 4.89  0.102
H43 3.15 4.49 3.40  0.100
C35 7.72 1.90 -6.28  -0.086
C36 7.65 1.42 -4.98  -0.089
C37 6.62 0.57 -4.61  -0.094
C38 5.66 0.21 -5.54  -0.116
C39 5.72 0.69 -6.84  -0.092
C40 6.75 1.54 -7.21  -0.089
H44 8.52 2.57 -6.57  0.105
H45 8.41 1.70 -4.26  0.104
H46 6.56 0.19 -3.60  0.100
H47 4.85 -0.45 -5.26  0.002
H48 4.97 0.40 -7.57  0.101
H49 6.81 1.92 -8.22  0.104
C41 -5.79 1.27 4.07  -0.087
C42 -5.93 -0.11 4.08  -0.099
C43 -6.35 -0.76 5.24  -0.100
C44 -6.63 -0.02 6.38  -0.096
C45 -6.48 1.36 6.37  -0.090
C46 -6.06 2.01 5.22  -0.087
H50 -5.46 1.78 3.18  0.083
H51 -5.73 -0.68 3.19  0.095
H52 -6.46 -1.83 5.24  0.099
H53 -6.96 -0.53 7.28  0.101
H54 -6.70 1.93 7.27  0.102
H55 -5.95 3.08 5.22  0.086

***

Entry 2:
ORCA calculation (ωB97M-V/def2-TZVPD) on C46H55ClMgN12O2P2 as an isolated structure.

Values from the calculation:
E_LUMO, eV: 0.080
Orbital gap, eV: 7.42

Last column: Löwdin charge in e.
Atoms and positions in Å:
Mg1 12.52 12.96 13.03  0.507
O1 8.76 12.60 14.83  0.089
C1 9.65 12.93 14.05  -0.414
N1 10.97 13.21 14.46  0.025
C2 11.14 14.41 15.15  -0.446
O2 10.51 14.71 16.19  0.054
C3 12.13 15.34 14.64  -0.209
C4 12.30 16.59 15.24  0.033
C5 12.91 17.58 14.48  -0.036
C6 13.46 17.26 13.25  -0.061
C7 13.43 15.96 12.79  -0.079
N2 12.75 15.02 13.49  0.060
C8 9.36 12.95 12.60  -0.155
C9 8.07 12.62 12.09  0.011
C10 7.85 12.66 10.73  -0.049
C11 8.96 12.84 9.90  -0.061
C12 10.20 13.04 10.43  -0.125
N3 10.42 13.09 11.76  0.092
H1 11.84 16.82 16.18  0.116
H2 12.99 18.53 14.94  0.102
H3 13.81 17.99 12.53  0.107
H4 13.95 15.78 11.85  0.125
H5 7.28 12.30 12.75  0.118
H6 6.86 12.39 10.38  0.112
H7 8.98 12.84 8.81  0.109
H8 11.09 13.19 9.87  0.089
Cl1 13.31 17.93 8.20  0.641
C13 12.52 19.13 7.23  -0.664
C14 13.10 19.60 6.04  -0.106
C15 12.64 20.72 5.42  -0.073
C16 11.52 21.40 5.96  -0.066
C17 10.77 20.89 7.02  -0.070
C18 11.31 19.72 7.68  -0.386
P1 10.31 18.69 8.77  1.045
C19 9.15 17.86 7.63  -0.393
C20 9.21 16.50 7.40  -0.101
C21 8.47 15.97 6.36  -0.093
C22 7.58 16.75 5.62  -0.052
C23 7.54 18.16 5.91  -0.060
C24 8.27 18.69 6.96  -0.124
C25 9.30 20.03 9.54  -0.380
C26 8.06 19.51 10.11  -0.102
C27 7.41 20.29 11.00  -0.096
C28 7.94 21.53 11.47  -0.078
C29 9.07 22.03 10.86  -0.106
C30 9.82 21.26 9.95  -0.107
H9 13.94 19.06 5.67  0.093
H10 13.00 21.13 4.53  0.090
H11 11.17 22.20 5.35  0.092
H12 9.99 21.38 7.50  0.068
H13 10.00 15.91 7.83  0.096
H14 8.60 14.91 6.12  0.099
H15 6.91 16.39 4.85  0.097
H16 6.79 18.82 5.47  0.102
H17 8.12 19.71 7.30  0.105
H18 7.60 18.62 9.71  0.098
H19 6.44 20.01 11.37  0.097
H20 7.55 22.11 12.35  0.116
H21 9.49 23.03 10.95  0.102
H22 10.72 21.73 9.50  0.115
N4 13.63 11.71 12.07  -0.294
P2 14.11 10.62 11.12  0.570
N5 13.10 9.28 10.85  -0.219
C31 13.09 8.53 9.60  -0.238
C32 12.62 7.09 9.86  -0.189
C33 11.16 7.10 10.27  -0.226
C34 10.74 8.40 10.97  -0.177
C35 11.97 9.01 11.76  -0.189
N6 15.52 9.86 11.70  -0.216
C36 16.36 10.56 12.62  -0.255
C37 16.81 9.67 13.80  -0.176
C38 17.64 8.47 13.23  -0.198
C39 16.75 7.77 12.24  -0.208
C40 16.15 8.67 11.10  -0.197
N7 14.45 10.97 9.43  -0.234
C41 13.42 11.72 8.69  -0.222
C42 13.50 11.45 7.14  -0.177
C43 14.91 11.71 6.63  -0.212
C44 15.91 10.98 7.53  -0.192
C45 15.78 11.31 9.02  -0.251
H23 14.08 8.64 9.13  0.095
H24 12.34 8.97 8.89  0.110
H25 13.29 6.63 10.56  0.098
H26 12.70 6.50 8.91  0.119
H27 10.94 6.27 10.96  0.109
H28 10.42 7.01 9.42  0.121
H29 9.96 8.14 11.75  0.119
H30 10.36 9.17 10.29  0.100
H31 12.37 8.35 12.51  0.105
H32 11.69 9.96 12.26  0.083
H33 15.79 11.42 12.98  0.072
H34 17.29 10.94 12.18  0.117
H35 16.05 9.35 14.49  0.098
H36 17.42 10.34 14.39  0.096
H37 18.00 7.76 14.00  0.106
H38 18.52 8.86 12.68  0.114
H39 15.86 7.24 12.66  0.115
H40 17.31 6.93 11.78  0.105
H41 15.46 8.05 10.52  0.093
H42 17.01 8.88 10.42  0.111
H43 13.47 12.83 8.92  0.125
H44 12.48 11.28 9.04  0.083
H45 12.71 12.12 6.73  0.110
H46 13.20 10.39 7.07  0.103
H47 15.13 12.78 6.59  0.112
H48 15.04 11.42 5.59  0.097
H49 16.95 11.20 7.17  0.116
H50 15.77 9.89 7.49  0.111
H51 16.08 12.34 9.14  0.112
H52 16.46 10.66 9.65  0.101
N8 16.15 13.20 17.17  0.099
N9 15.01 12.80 16.46  -0.255
N10 14.14 11.88 16.89  0.119
C46 13.26 11.75 15.87  -0.155
N11 13.51 12.69 14.97  -0.069
N12 14.69 13.29 15.23  0.129
H53 15.94 13.41 18.18  0.123
H54 16.61 14.01 16.73  0.101
H55 12.41 11.04 15.92  0.139

***

Entry 3:
ORCA calculation (ωB97M-V/def2-TZVPD) on C46H56AgAsNPS3 as an isolated structure.

Values from the calculation:
E_LUMO, eV: 0.133
Orbital gap, eV: 6.36

Last column: Löwdin charge in e.
Atoms and positions in Å:
Ag1 -0.10 0.23 -0.28  0.451
C1 3.49 1.88 -3.32  -0.539
C2 2.98 2.87 -2.27  -0.489
S1 1.72 2.25 -1.11  0.843
C3 0.23 3.10 -1.66  -0.538
C4 -0.42 2.62 -2.95  -0.499
S2 -0.81 0.85 -2.96  0.833
C5 0.02 0.24 -4.45  -0.526
C6 1.54 0.11 -4.40  -0.525
S3 2.45 1.64 -4.78  0.885
H1 3.67 0.91 -2.88  0.028
H2 4.45 2.24 -3.70  0.073
H3 2.58 3.77 -2.74  0.077
H4 3.83 3.18 -1.65  0.067
H5 0.43 4.17 -1.72  0.092
H6 -0.46 2.97 -0.82  0.021
H7 0.22 2.82 -3.81  0.034
H8 -1.35 3.17 -3.09  0.078
H9 -0.29 0.86 -5.30  0.077
H10 -0.41 -0.74 -4.60  0.068
H11 1.85 -0.64 -5.13  0.063
H12 1.86 -0.25 -3.42  0.045
C7 -2.29 -4.17 1.43  -0.109
C8 -1.23 -3.08 1.26  -0.553
C9 -0.52 -2.81 2.59  -0.131
P1 -1.76 -1.46 0.53  1.005
C10 -3.16 -1.87 -0.60  -0.562
C11 -3.85 -0.58 -1.06  -0.118
C12 -2.65 -2.68 -1.79  -0.127
C13 -2.49 -0.49 1.86  -0.331
C14 -3.50 -1.05 2.65  -0.081
C15 -4.08 -0.40 3.72  -0.298
C16 -5.15 -1.03 4.57  -0.067
C17 -3.59 0.89 3.99  -0.052
C18 -2.62 1.49 3.23  -0.025
C19 -2.04 0.84 2.09  -0.322
N1 -1.13 1.46 1.30  -0.041
C20 -0.80 2.80 1.57  -0.298
C21 0.40 3.12 2.22  -0.216
C22 1.28 2.02 2.73  -0.052
C23 0.74 4.46 2.40  -0.015
C24 -0.07 5.49 1.95  -0.280
C25 0.31 6.93 2.18  -0.062
C26 -1.25 5.16 1.31  -0.018
C27 -1.63 3.84 1.11  -0.240
C28 -2.91 3.50 0.38  -0.035
H13 -1.80 -5.10 1.73  0.080
H14 -2.84 -4.37 0.51  0.059
H15 -3.00 -3.92 2.21  0.066
H16 -0.49 -3.44 0.54  0.062
H17 -1.24 -2.50 3.35  0.074
H18 0.22 -2.01 2.51  0.039
H19 -0.02 -3.71 2.95  0.074
H20 -3.89 -2.47 -0.04  0.099
H21 -3.16 0.05 -1.62  0.020
H22 -4.22 0.00 -0.21  0.071
H23 -4.69 -0.82 -1.71  0.080
H24 -1.92 -2.09 -2.35  0.050
H25 -3.47 -2.93 -2.47  0.080
H26 -2.16 -3.61 -1.49  0.061
H27 -3.85 -2.05 2.41  0.092
H28 -5.53 -1.94 4.10  0.069
H29 -6.00 -0.36 4.71  0.073
H30 -4.78 -1.30 5.56  0.074
H31 -4.00 1.44 4.83  0.111
H32 -2.29 2.49 3.48  0.110
H33 0.76 1.40 3.46  0.086
H34 2.18 2.43 3.20  0.073
H35 1.58 1.36 1.92  0.016
H36 1.68 4.70 2.90  0.112
H37 1.39 7.05 2.30  0.071
H38 -0.16 7.33 3.09  0.079
H39 -0.01 7.57 1.35  0.072
H40 -1.90 5.95 0.94  0.114
H41 -3.35 4.39 -0.07  0.076
H42 -3.64 3.05 1.06  0.081
H43 -2.72 2.75 -0.40  0.067
C29 4.48 -5.38 2.16  -0.091
C30 3.16 -5.39 1.73  -0.084
C31 2.58 -4.22 1.25  -0.125
C32 3.32 -3.04 1.18  -0.360
C33 4.64 -3.04 1.62  -0.092
C34 5.21 -4.21 2.11  -0.082
As1 2.42 -1.44 0.46  1.334
C35 3.97 -0.28 0.35  -0.370
C36 4.43 0.58 1.33  -0.100
C37 5.57 1.35 1.10  -0.073
C38 6.24 1.24 -0.12  -0.074
C39 5.78 0.38 -1.11  -0.031
C40 4.64 -0.38 -0.88  -0.216
C41 4.00 -1.30 -1.85  -0.219
C42 4.47 -1.60 -3.12  -0.028
C43 3.75 -2.47 -3.93  -0.083
C44 2.56 -3.03 -3.49  -0.090
C45 2.08 -2.73 -2.22  -0.097
C46 2.81 -1.88 -1.40  -0.332
H44 4.93 -6.29 2.54  0.102
H45 2.58 -6.30 1.76  0.104
H46 1.55 -4.24 0.92  0.077
H47 5.23 -2.13 1.57  0.095
H48 6.24 -4.19 2.44  0.104
H49 3.91 0.67 2.28  0.099
H50 5.93 2.03 1.86  0.105
H51 7.12 1.84 -0.30  0.104
H52 6.30 0.32 -2.05  0.111
H53 5.39 -1.16 -3.49  0.114
H54 4.12 -2.71 -4.92  0.109
H55 2.00 -3.70 -4.14  0.107
H56 1.15 -3.17 -1.87  0.099

***

Entry 4:
ORCA calculation (ωB97M-V/def2-TZVPD) on C46H56ClFeN6O3 as an isolated structure.

Values from the calculation:
E_LUMO (spin up / spin down), eV: -0.733 / -0.852
Spin multiplicity: 6
Orbital gap (spin up / spin down), eV: 5.75 / 5.65

Last column: Mulliken spin population.
Atoms and positions in Å:
Fe1 0.21 -0.29 0.23  4.279
C1 5.68 -0.67 3.09  0.000
C2 5.67 -1.15 1.62  -0.002
C3 4.27 -1.47 1.13  0.004
C4 3.74 -2.69 1.01  0.002
C5 4.40 -4.03 1.23  -0.001
C6 4.52 -4.41 2.71  0.000
C7 2.31 -2.49 0.73  -0.038
C8 1.39 -3.50 0.47  0.056
C9 0.02 -3.34 0.39  -0.040
C10 -0.95 -4.39 0.08  0.000
C11 -0.56 -5.81 -0.12  0.002
C12 -0.52 -6.61 1.17  0.001
C13 -2.17 -3.85 0.12  -0.008
C14 -1.98 -2.44 0.44  0.021
C15 -2.92 -1.54 0.82  0.015
C16 -2.73 -0.20 1.19  0.021
N1 -1.59 0.50 0.97  0.098
C17 -1.88 1.79 1.31  -0.004
C18 -0.97 2.85 1.10  -0.004
C19 0.35 2.71 0.85  0.013
N2 1.04 1.51 0.76  0.090
C20 2.32 1.82 0.68  0.006
C21 3.38 0.89 0.79  0.047
C22 3.20 -0.47 0.91  -0.018
N3 2.02 -1.17 0.74  0.163
C23 2.52 3.24 0.59  -0.003
C24 1.27 3.78 0.70  -0.002
C25 0.91 5.23 0.68  0.002
C26 0.69 5.90 2.02  -0.001
C27 3.83 3.92 0.36  -0.002
C28 4.48 3.48 -0.97  0.001
C29 -3.22 1.93 1.80  -0.003
C30 -3.71 0.67 1.79  -0.008
C31 -5.10 0.16 2.15  0.001
C32 -5.36 0.41 3.65  0.001
C33 -3.85 3.21 2.26  0.003
C34 -5.09 3.57 1.45  0.001
N4 -0.61 -2.15 0.53  0.126
C35 -3.51 -4.46 -0.11  0.005
C36 -4.10 -3.97 -1.43  0.001
H1 6.67 -0.39 3.42  0.000
H2 5.32 -1.45 3.75  0.000
H3 5.05 0.20 3.18  0.000
H4 6.25 -2.09 1.59  0.000
H5 6.24 -0.46 1.00  0.000
H6 5.36 -4.04 0.77  0.000
H7 3.82 -4.79 0.68  0.000
H8 5.30 -3.81 3.19  0.000
H9 4.89 -5.48 2.80  0.000
H10 3.57 -4.29 3.27  0.000
H11 1.73 -4.51 0.34  0.004
H12 0.40 -5.88 -0.63  0.000
H13 -1.22 -6.31 -0.83  0.000
H14 0.16 -6.21 1.90  0.000
H15 -0.30 -7.67 1.00  0.000
H16 -1.49 -6.54 1.64  0.000
H17 -3.94 -1.94 0.82  0.000
H18 -1.30 3.88 1.14  0.002
H19 4.38 1.26 0.88  0.004
H20 0.00 5.37 0.12  0.000
H21 1.66 5.76 0.09  -0.001
H22 -0.23 5.52 2.51  0.000
H23 0.59 7.00 1.94  0.000
H24 1.55 5.74 2.70  0.000
H25 4.52 3.63 1.16  0.000
H26 3.72 4.99 0.45  0.000
H27 4.56 2.41 -1.03  0.000
H28 5.45 3.97 -1.05  0.000
H29 3.81 3.83 -1.76  0.000
H30 -5.25 -0.88 1.87  0.000
H31 -5.83 0.72 1.55  0.001
H32 -4.59 -0.03 4.29  0.000
H33 -6.30 -0.05 3.96  0.000
H34 -5.40 1.45 3.90  0.000
H35 -3.17 4.06 2.24  0.001
H36 -4.09 3.15 3.34  0.001
H37 -4.91 3.58 0.38  0.000
H38 -5.50 4.54 1.74  0.000
H39 -5.88 2.83 1.63  0.000
H40 -4.15 -4.27 0.75  0.000
H41 -3.43 -5.54 -0.11  0.000
H42 -4.32 -2.94 -1.39  -0.001
H43 -5.05 -4.47 -1.67  0.000
H44 -3.40 -4.12 -2.25  0.000
C37 -3.43 -0.12 -3.63  0.001
C38 -2.63 0.87 -2.83  0.000
O1 -2.33 0.68 -1.65  -0.010
N5 -2.35 2.04 -3.49  0.001
C39 -1.56 3.13 -2.94  -0.002
C40 -0.13 3.02 -3.36  0.001
C41 0.27 3.60 -4.52  0.000
C42 1.57 3.37 -4.99  0.000
C43 2.35 2.57 -4.19  0.000
C44 1.87 2.04 -2.98  -0.001
N6 0.65 2.27 -2.56  0.003
H45 -2.89 -0.37 -4.58  0.000
H46 -4.41 0.32 -3.90  0.000
H47 -3.56 -1.03 -3.05  0.000
H48 -2.58 2.13 -4.47  0.000
H49 -1.61 2.95 -1.87  -0.001
H50 -1.97 4.07 -3.23  0.000
H51 -0.48 4.15 -5.09  0.000
H52 1.95 3.70 -5.98  0.000
H53 3.36 2.31 -4.48  0.000
H54 2.51 1.41 -2.35  0.000
Cl1 -0.55 -2.07 -4.59  0.000
C45 -0.01 -2.62 -2.91  0.008
C46 0.99 -1.68 -2.23  0.004
O2 2.16 -2.01 -2.28  0.037
O3 0.55 -0.65 -1.58  0.128
H55 0.56 -3.52 -3.08  0.001
H56 -0.94 -2.77 -2.35  -0.004

***

| no. | F_max (eV/Å) | DFT total energy (eV) |
| --- | --- | --- |
| 1 | 0.58 | -95651.253 |
| 2 | 4.75 | -107114.989 |
| 3 | 0.31 | -156735.159 |
| 4 | 2.51 | -110606.799 |